No. 1
This record from OMol25 describes 10 unconnected molecules or ions with the total composition C19H61N3O10 at a distorted geometry. The level of theory is wB97M-V/def2-TZVPD.

SMILES string = COC[C@H](C)N.COC[C@H](C)N.COC[C@H](C)N.CO.CO.CO.CO.CO.CO.CO
2S+1 = 1
Relative energy (zero: lowest compared OMol25 entry of this formula, charge and spin) = 13.260 eV
E_HOMO = -8.8 eV
Frontier orbital gap = 9.06 eV

Geometry (Å):
C (4.643, -3.322, -4.756)
O (3.831, -2.156, -4.610)
C (3.047, -2.229, -3.399)
C (2.655, -0.715, -3.023)
C (3.895, 0.135, -2.720)
N (1.711, -0.623, -1.956)
H (4.994, -3.331, -5.810)
H (4.210, -4.174, -4.546)
H (5.512, -3.283, -3.883)
H (2.064, -2.779, -3.620)
H (3.698, -2.646, -2.391)
H (2.338, -0.090, -3.857)
H (3.583, 1.256, -2.807)
H (4.886, 0.064, -3.475)
H (4.282, -0.251, -1.639)
H (2.105, -0.984, -1.061)
H (1.163, -1.450, -2.200)
C (2.422, 2.597, -0.314)
O (1.956, 3.944, -0.241)
C (0.805, 4.141, 0.480)
C (0.614, 5.632, 0.502)
C (0.224, 6.409, -0.695)
N (1.802, 6.301, 0.837)
H (2.779, 2.341, 0.738)
H (3.441, 2.631, -0.669)
H (1.653, 1.904, -0.592)
H (-0.122, 3.653, -0.144)
H (0.765, 3.725, 1.447)
H (-0.096, 6.000, 1.286)
H (0.896, 5.739, -1.538)
H (0.533, 7.503, -0.845)
H (-0.747, 6.189, -0.813)
H (2.458, 5.601, 0.408)
H (1.905, 6.264, 1.803)
C (-4.340, -2.430, 0.716)
O (-3.755, -3.114, 1.787)
C (-3.056, -4.287, 1.220)
C (-2.463, -5.130, 2.395)
C (-1.431, -4.337, 3.153)
N (-1.980, -6.420, 2.049)
H (-3.597, -1.910, -0.005)
H (-4.896, -1.701, 1.233)
H (-5.129, -3.070, 0.161)
H (-3.675, -4.921, 0.549)
H (-2.132, -4.218, 0.502)
H (-3.119, -5.247, 3.139)
H (-0.922, -4.886, 4.053)
H (-1.988, -3.537, 3.766)
H (-0.600, -3.900, 2.755)
H (-2.824, -6.928, 1.533)
H (-1.876, -6.953, 2.848)
C (-3.338, 4.004, -0.118)
O (-3.665, 3.077, 0.859)
H (-3.481, 3.417, -1.209)
H (-2.399, 4.390, 0.238)
H (-3.963, 4.849, -0.319)
H (-4.618, 2.978, 0.672)
C (-3.082, 0.852, 4.285)
O (-1.913, 0.704, 5.113)
H (-3.858, 0.310, 4.652)
H (-3.138, 0.116, 3.467)
H (-3.161, 1.730, 3.737)
H (-1.115, 1.006, 4.694)
C (0.510, 2.683, -3.488)
O (0.031, 1.417, -3.154)
H (0.457, 3.028, -4.444)
H (1.583, 2.640, -3.349)
H (0.451, 3.696, -2.978)
H (0.677, 0.879, -2.923)
C (1.535, 0.555, 3.758)
O (0.836, 1.721, 3.412)
H (1.059, -0.364, 3.277)
H (1.685, 0.250, 4.738)
H (2.483, 0.524, 3.354)
H (0.451, 1.662, 2.650)
C (-1.743, -2.288, -2.097)
O (-1.531, -3.644, -2.332)
H (-1.436, -2.212, -1.039)
H (-2.725, -1.827, -2.256)
H (-1.023, -1.612, -2.492)
H (-1.634, -3.864, -3.430)
C (1.760, -2.568, 1.318)
O (2.296, -3.049, 0.041)
H (1.888, -1.441, 1.378)
H (2.154, -3.062, 2.123)
H (0.820, -2.884, 1.261)
H (1.948, -3.938, -0.244)
C (-1.013, 0.606, 0.394)
O (-1.020, 1.668, 1.112)
H (-1.244, 1.062, -0.631)
H (-1.836, -0.130, 0.807)
H (0.024, 0.093, 0.305)
H (-1.836, 1.956, 1.111)


No. 2
This record from OMol25 describes a molecular structure, C19H64CdCuN33O27 at a distorted geometry. The level of theory is wB97M-V/def2-TZVPD.

2S+1 = 2
E_HOMO (spin up / spin down) = -5.7 / -5.6 eV
Charge = -1
Frontier orbital gap (spin up / spin down) = 6.30 / 6.04 eV

Geometry (Å):
Cd (1.173, 3.184, 1.104)
Cu (1.611, -1.807, 2.157)
N (-0.198, 0.368, 0.311)
O (0.184, -0.563, 0.975)
O (-0.524, 0.260, -0.893)
O (-0.230, 1.411, 0.862)
N (2.412, 1.214, 3.306)
O (2.257, 1.922, 2.344)
O (2.420, 0.039, 3.022)
O (2.332, 1.672, 4.481)
N (0.078, -1.295, 5.227)
O (0.211, -1.522, 4.051)
O (-0.501, -0.291, 5.523)
O (0.410, -2.082, 6.074)
N (-1.150, 3.283, 3.455)
O (-2.222, 3.974, 3.303)
O (-1.128, 2.346, 4.246)
O (-0.161, 3.614, 2.797)
C (2.799, -1.820, -1.074)
O (3.068, -1.900, 0.306)
H (1.733, -1.881, -1.291)
H (3.256, -0.952, -1.550)
H (3.324, -2.586, -1.645)
C (-5.000, 2.090, -3.036)
O (-5.278, 2.171, -4.262)
N (-3.864, 1.589, -2.629)
N (-5.676, 2.425, -1.939)
H (-3.210, 1.549, -3.397)
H (-3.608, 1.844, -1.686)
H (-6.627, 2.741, -2.067)
H (-5.275, 2.336, -1.016)
C (6.077, 0.369, 1.110)
O (6.947, 0.880, 1.662)
N (5.892, -0.894, 1.194)
N (5.150, 1.018, 0.453)
H (6.211, -1.503, 1.934)
H (5.037, -1.209, 0.757)
H (5.131, 2.021, 0.571)
H (4.375, 0.460, 0.124)
C (-4.529, 5.354, 0.495)
O (-5.434, 5.764, -0.128)
N (-3.277, 5.627, 0.312)
N (-4.608, 4.554, 1.493)
H (-2.736, 4.961, 0.844)
H (-3.032, 6.139, -0.523)
H (-3.781, 4.489, 2.070)
H (-5.520, 4.368, 1.884)
C (0.208, -4.828, 2.020)
O (0.595, -3.681, 1.672)
N (-1.054, -5.119, 2.036)
N (0.964, -5.819, 2.187)
H (-1.385, -5.921, 2.552)
H (-1.686, -4.571, 1.469)
H (1.965, -5.743, 2.075)
H (0.582, -6.723, 2.426)
C (2.495, 2.369, -1.737)
O (2.194, 2.718, -0.602)
N (1.725, 1.807, -2.626)
N (3.742, 2.372, -2.067)
H (2.153, 1.472, -3.477)
H (0.746, 1.663, -2.428)
H (4.027, 1.759, -2.817)
H (4.381, 3.047, -1.672)
C (-3.022, -0.518, -6.153)
O (-3.795, 0.420, -6.177)
N (-2.608, -1.209, -5.155)
N (-2.471, -1.069, -7.262)
H (-2.928, -0.996, -4.221)
H (-1.926, -1.948, -5.249)
H (-1.881, -1.881, -7.154)
H (-2.582, -0.681, -8.188)
C (-1.052, 2.592, -5.334)
O (-2.183, 2.650, -5.462)
N (-0.136, 3.531, -5.532)
N (-0.384, 1.497, -5.070)
H (-0.353, 4.433, -5.930)
H (0.800, 3.353, -5.198)
H (-0.919, 0.657, -5.238)
H (0.570, 1.371, -5.376)
C (-4.142, 1.235, 1.131)
O (-3.615, 1.798, 0.144)
N (-3.564, 0.592, 2.145)
N (-5.399, 1.261, 1.371)
H (-2.559, 0.563, 2.041)
H (-4.103, 0.350, 2.964)
H (-6.064, 1.573, 0.679)
H (-5.668, 1.111, 2.333)
C (4.385, -5.580, 1.109)
O (4.859, -5.169, 2.123)
N (3.861, -4.850, 0.112)
N (4.330, -6.848, 0.897)
H (3.847, -3.841, 0.151)
H (3.616, -5.260, -0.777)
H (3.835, -7.370, 0.188)
H (4.873, -7.376, 1.566)
C (3.314, -3.484, 4.714)
O (2.853, -2.959, 3.701)
N (4.162, -4.510, 4.741)
N (3.043, -3.172, 5.926)
H (4.418, -4.947, 5.615)
H (4.380, -5.014, 3.894)
H (3.495, -3.635, 6.702)
H (2.170, -2.696, 6.102)
C (-1.728, -2.849, -1.945)
O (-2.059, -3.988, -2.262)
N (-0.823, -2.048, -2.395)
N (-2.454, -2.300, -1.044)
H (-0.146, -2.605, -2.896)
H (-0.613, -1.173, -1.936)
H (-2.228, -1.338, -0.836)
H (-3.331, -2.729, -0.785)
C (1.137, -1.430, -5.208)
O (0.306, -2.241, -5.002)
N (1.718, -1.136, -6.327)
N (1.805, -0.884, -4.260)
H (1.489, -1.675, -7.150)
H (2.241, -0.274, -6.398)
H (1.527, -1.283, -3.375)
H (2.642, -0.372, -4.499)
C (-0.579, 4.186, -1.247)
O (0.131, 4.243, -0.255)
N (-0.449, 5.031, -2.234)
N (-1.531, 3.338, -1.494)
H (0.269, 5.686, -1.959)
H (-1.089, 5.040, -3.015)
H (-1.913, 3.261, -2.425)
H (-1.761, 2.736, -0.716)
C (3.045, 5.784, 1.971)
O (2.296, 4.962, 1.458)
N (3.125, 5.865, 3.313)
N (3.628, 6.829, 1.405)
H (2.722, 5.162, 3.916)
H (3.737, 6.494, 3.814)
H (4.344, 7.398, 1.835)
H (3.449, 6.867, 0.412)
N (-2.890, -3.132, 4.614)
C (-4.229, -2.894, 4.361)
C (-4.833, -4.102, 4.355)
C (-3.770, -5.085, 4.508)
C (-2.621, -4.395, 4.742)
H (-2.188, -2.413, 4.511)
H (-4.525, -1.897, 4.070)
H (-5.847, -4.259, 4.019)
H (-4.029, -6.132, 4.451)
H (-1.602, -4.754, 4.716)


No. 3
This record from OMol25 describes 13 unconnected molecules or ions with the total composition C19H64N10O13 at a distorted geometry. The level of theory is wB97M-V/def2-TZVPD.

2S+1 = 1
Relative energy (zero: lowest compared OMol25 entry of this formula, charge and spin) = 1.875 eV
E_HOMO = -8.2 eV
Frontier orbital gap = 6.71 eV

Geometry (Å):
C (-1.245, -0.004, 5.461)
C (-0.286, -1.070, 4.986)
O (0.214, -0.823, 3.704)
H (-1.592, -0.352, 6.403)
H (-2.058, 0.041, 4.750)
H (-0.765, 0.923, 5.462)
H (-0.784, -2.020, 5.081)
H (0.558, -1.239, 5.658)
H (0.996, -1.348, 3.593)
C (3.002, 0.861, 3.050)
C (2.614, 1.408, 4.501)
O (3.497, 0.972, 5.458)
H (3.945, 1.345, 2.707)
H (2.257, 1.086, 2.373)
H (2.988, -0.237, 3.058)
H (1.636, 1.086, 4.857)
H (2.684, 2.485, 4.418)
H (3.595, 0.052, 5.324)
C (-4.660, 2.720, -3.542)
C (-3.710, 2.187, -2.434)
O (-2.576, 2.999, -2.365)
H (-4.925, 3.787, -3.256)
H (-5.569, 2.150, -3.646)
H (-4.052, 2.827, -4.417)
H (-3.393, 1.138, -2.534)
H (-4.345, 2.155, -1.551)
H (-1.987, 2.606, -1.693)
C (3.814, -1.302, -3.440)
C (3.119, -1.774, -2.191)
O (3.064, -0.771, -1.131)
H (4.683, -0.609, -3.183)
H (3.084, -0.675, -3.926)
H (4.063, -2.043, -4.140)
H (3.611, -2.617, -1.798)
H (2.154, -2.140, -2.457)
H (3.189, -1.232, -0.281)
C (-1.678, 0.627, -4.799)
C (-1.049, -0.722, -4.450)
O (0.268, -0.544, -3.934)
H (-0.883, 1.281, -5.256)
H (-1.898, 1.209, -3.880)
H (-2.606, 0.571, -5.402)
H (-1.055, -1.404, -5.309)
H (-1.664, -1.274, -3.791)
H (0.827, -1.250, -4.266)
C (3.031, 3.624, -3.234)
C (2.529, 2.164, -3.265)
O (1.801, 1.918, -4.491)
H (3.542, 3.838, -4.176)
H (3.690, 3.571, -2.376)
H (2.296, 4.367, -3.098)
H (1.918, 2.003, -2.385)
H (3.383, 1.460, -3.155)
H (1.359, 1.052, -4.481)
C (-2.477, -3.076, 2.623)
O (-2.607, -3.187, 3.966)
N (-3.037, -3.858, 1.784)
N (-1.585, -2.316, 2.062)
H (-3.691, -4.534, 2.089)
H (-2.740, -3.863, 0.781)
H (-1.060, -1.692, 2.774)
H (-1.314, -2.339, 1.026)
C (-2.242, -2.754, -1.016)
O (-3.025, -1.811, -1.669)
N (-1.039, -2.520, -0.570)
N (-2.593, -3.992, -0.814)
H (-0.513, -1.687, -0.903)
H (-0.334, -3.221, -0.247)
H (-3.581, -4.221, -0.989)
H (-1.943, -4.729, -0.481)
C (1.670, -3.262, 0.876)
O (1.856, -1.906, 1.278)
N (2.488, -3.955, 0.186)
N (0.621, -3.904, 1.197)
H (3.359, -3.563, -0.005)
H (2.377, -4.968, -0.038)
H (-0.011, -3.499, 1.966)
H (0.347, -4.850, 0.891)
C (-0.163, 0.527, -0.500)
O (-1.031, 1.562, -0.892)
N (0.388, 0.409, 0.710)
N (0.392, -0.295, -1.340)
H (0.058, 0.946, 1.535)
H (0.965, -0.401, 0.981)
H (0.153, -0.180, -2.350)
H (1.307, -0.588, -1.109)
C (1.628, 3.746, -0.070)
O (2.414, 4.865, -0.149)
N (2.120, 2.571, 0.262)
N (0.336, 3.772, -0.193)
H (3.139, 2.397, 0.248)
H (1.520, 1.712, 0.370)
H (-0.069, 4.686, -0.203)
H (-0.176, 2.925, -0.183)
C (-0.091, 3.128, 3.062)
O (-0.614, 1.860, 2.789)
H (-0.525, 3.532, 3.976)
H (-0.118, 3.827, 2.242)
H (0.934, 3.107, 3.351)
H (-0.480, 1.290, 3.503)
C (-3.891, -0.024, 0.814)
O (-3.194, 0.028, 2.074)
H (-3.319, 0.367, -0.005)
H (-4.810, 0.513, 0.760)
H (-3.985, -1.063, 0.503)
H (-2.441, -0.582, 1.936)


No. 4
This record from OMol25 describes 21 unconnected molecules or ions with the total composition C19H67INO20 at a distorted geometry. The level of theory is wB97M-V/def2-TZVPD.

2S+1 = 1
E_HOMO = -11.1 eV
Charge = +1
Frontier orbital gap = 8.29 eV

Geometry (Å):
I (2.971, 6.854, 2.391)
C (-1.171, -1.643, -1.888)
C (-0.378, -1.466, -0.728)
C (2.683, 3.619, 2.516)
C (1.320, 4.658, 0.878)
C (2.362, 2.334, 1.962)
C (0.919, 3.339, 0.403)
C (2.180, 4.802, 1.884)
C (1.445, 2.147, 0.946)
C (-2.997, -0.934, 1.972)
C (-2.694, 0.404, -0.050)
C (-2.642, -2.122, -1.706)
C (-1.848, -3.056, 0.378)
C (-2.482, -1.027, 0.591)
C (2.935, 0.321, -0.678)
C (0.937, 1.038, -1.981)
C (1.115, -1.221, -0.815)
C (0.895, 0.847, 0.463)
C (-1.122, -1.732, 0.565)
C (-2.989, -2.196, -0.175)
N (1.466, 0.221, -0.791)
H (-0.752, -1.436, -2.876)
H (3.439, 3.659, 3.312)
H (1.045, 5.553, 0.295)
H (2.967, 1.460, 2.349)
H (0.304, 3.427, -0.480)
H (-3.179, -1.863, 2.513)
H (-2.228, -0.415, 2.612)
H (-3.933, -0.375, 2.030)
H (-2.220, 0.400, -0.961)
H (-2.329, 1.245, 0.562)
H (-3.786, 0.505, -0.157)
H (-2.684, -3.090, -2.145)
H (-3.180, -1.433, -2.330)
H (-2.120, -3.599, 1.233)
H (-1.351, -3.694, -0.305)
H (3.228, 1.375, -0.539)
H (3.420, 0.024, -1.634)
H (3.396, -0.269, 0.098)
H (-0.137, 0.974, -1.985)
H (1.211, 2.071, -1.949)
H (1.360, 0.628, -2.899)
H (1.604, -1.791, -0.086)
H (1.445, -1.560, -1.802)
H (0.960, 0.225, 1.381)
H (-0.178, 0.996, 0.273)
H (-0.527, -1.754, 1.459)
H (-4.080, -2.414, -0.034)
O (2.150, -1.652, -3.884)
H (1.530, -2.284, -4.376)
H (2.956, -2.180, -3.575)
O (-5.316, -4.764, -1.230)
H (-4.443, -5.082, -1.629)
H (-5.214, -4.744, -0.223)
O (-0.496, -5.075, 2.552)
H (-0.261, -5.825, 3.190)
H (-0.964, -5.479, 1.751)
O (-1.260, 2.368, 2.954)
H (-1.015, 1.454, 3.312)
H (-0.838, 3.065, 3.554)
O (1.429, -1.862, 3.451)
H (2.066, -2.276, 4.119)
H (1.276, -2.529, 2.706)
O (-5.475, -4.456, 1.325)
H (-6.286, -3.858, 1.413)
H (-5.047, -4.542, 2.238)
O (-1.302, -6.251, 0.214)
H (-0.408, -5.972, -0.167)
H (-2.022, -5.987, -0.446)
O (1.545, -3.567, 1.383)
H (2.428, -4.034, 1.538)
H (0.802, -4.202, 1.646)
O (-3.732, 2.790, 2.186)
H (-2.744, 2.656, 2.357)
H (-4.216, 2.731, 3.073)
O (5.059, -2.247, -0.513)
H (4.883, -3.007, 0.131)
H (5.958, -1.843, -0.286)
O (-1.844, 1.227, -3.662)
H (-2.792, 0.889, -3.768)
H (-1.220, 0.555, -4.089)
O (5.563, -0.094, -2.807)
H (5.443, -1.039, -2.464)
H (5.666, 0.520, -2.010)
O (4.025, 3.233, -2.109)
H (3.039, 3.355, -2.299)
H (4.434, 4.148, -1.968)
O (-0.019, 0.115, 4.215)
H (0.482, -0.567, 3.660)
H (0.660, 0.709, 4.673)
O (0.871, 6.591, -2.205)
H (0.291, 6.922, -2.965)
H (1.515, 7.329, -1.954)
O (-1.361, 5.595, 1.753)
H (-1.772, 5.939, 0.895)
H (-0.886, 4.725, 1.548)
O (-6.426, 0.571, -1.095)
H (-6.354, -0.437, -1.142)
H (-7.407, 0.818, -1.096)
O (1.388, 3.906, -3.251)
H (1.748, 3.854, -4.195)
H (1.396, 4.876, -2.963)
O (2.673, 0.765, -5.469)
H (2.538, -0.011, -4.833)
H (2.768, 0.393, -6.405)
O (3.696, 0.011, 4.403)
H (2.963, 0.369, 5.001)
H (3.281, -0.651, 3.759)